A molecular structure, F14KN7NaO28S14 in a non-equilibrium geometry, computed with ωB97M-V/def2-TZVPD.

Charge: -5
Spin multiplicity: 1
E_tot in eV: -278228.886
HOMO-LUMO gap in eV: 6.524
E_HOMO in eV: 0.734

Each line ends with the Löwdin charge.
Cartesian coordinates (Å):
Na -0.68182 -2.40451 0.32290  0.50
K -1.54840 0.14411 3.25852  0.87
N -5.56810 2.52918 1.22545  -0.27
S -4.10624 1.95759 0.61225  0.54
O -3.37841 1.03950 1.44634  -0.37
O -3.52810 2.81596 -0.34799  -0.21
F -4.81645 0.87798 -0.35437  -0.21
S -4.95011 3.08667 2.49893  0.41
O -4.05480 4.17653 2.29957  -0.27
O -4.76266 2.22439 3.67036  -0.33
F -6.27842 3.93567 2.90654  -0.26
N 5.51510 -3.73217 -1.58084  -0.27
S 4.50004 -2.56885 -0.93291  0.50
O 4.87681 -1.18970 -1.15665  -0.28
O 3.82165 -2.86368 0.30334  -0.28
F 3.39590 -2.79117 -2.06107  -0.19
S 6.60427 -3.52309 -0.46535  0.46
O 6.48373 -4.27755 0.76417  -0.32
O 7.41367 -2.32586 -0.51021  -0.31
F 7.64516 -4.60887 -1.14886  -0.30
N -0.05404 -0.05740 0.84902  -0.35
S 1.56298 0.08296 1.41247  0.59
O 1.69218 0.94746 2.57370  -0.28
O 2.68342 -0.07440 0.51322  -0.24
F 1.62223 -1.38965 2.03264  -0.22
S 0.00998 1.12080 -0.10802  0.43
O 0.97322 1.07388 -1.16810  -0.23
O -0.62914 2.32135 0.33052  -0.24
F -1.17340 0.50848 -1.08070  -0.23
N 0.61612 4.41466 4.55186  -0.28
S -0.67535 4.16668 3.51169  0.55
O -1.02794 2.79169 3.36848  -0.36
O -1.06318 5.12789 2.51563  -0.23
F -1.70384 4.48785 4.74347  -0.25
S 1.64189 4.80684 3.47171  0.46
O 1.61655 6.19973 3.02603  -0.33
O 2.11761 3.73407 2.62630  -0.28
F 2.96736 4.87509 4.43585  -0.27
N -0.15472 3.99008 -5.05936  -0.30
S 1.24055 4.27156 -4.56236  0.39
O 2.03590 3.11792 -4.27857  -0.28
O 1.25561 5.43130 -3.70488  -0.32
F 1.89938 4.82065 -5.93380  -0.25
S -0.81667 3.38992 -3.65006  0.54
O -0.16638 3.40299 -2.36560  -0.26
O -1.67884 2.27138 -3.87815  -0.28
F -1.91224 4.52901 -3.45102  -0.22
N -0.54249 -4.69725 1.13889  -0.23
S -0.38636 -4.76952 2.64920  0.37
O 0.26551 -5.86891 3.30195  -0.27
O -1.37766 -4.09528 3.45704  -0.31
F 0.77870 -3.68409 2.70516  -0.20
S -1.64883 -6.01439 1.22023  0.57
O -2.95899 -5.90698 1.85384  -0.28
O -1.07044 -7.34074 1.21491  -0.29
F -1.86161 -5.85762 -0.34143  -0.20
N -0.78159 -2.67331 -2.21517  -0.27
S -0.31150 -2.01409 -3.55514  0.43
O -1.04374 -0.88671 -4.04014  -0.26
O 0.27017 -2.90188 -4.52605  -0.29
F 0.89540 -1.21991 -2.88592  -0.18
S -2.06540 -3.50098 -2.89174  0.52
O -1.86998 -4.77595 -3.54589  -0.31
O -3.05695 -2.63655 -3.47348  -0.28
F -2.69628 -4.02077 -1.53836  -0.22

A molecular structure, F2FeH8O4 in a non-equilibrium geometry, computed with ωB97M-V/def2-TZVPD.

Charge: +1
Spin multiplicity: 6
E_tot in eV: -48135.417
HOMO-LUMO gap (alpha / beta) in eV: 11.109 / 8.573
Energy relative to the best compared isomer or geometry (same formula, charge and spin) in kJ/mol: 15.4
E_HOMO (alpha / beta) in eV: -15.610 / -15.061

Each line ends with the Mulliken spin population.
Cartesian coordinates (Å):
Fe -0.06530 0.47171 -0.65109  4.36
F 0.99963 2.08520 -1.37879  0.23
F -1.83985 0.76371 -1.75333  0.26
O -1.03712 1.65656 0.86653  0.04
H -0.90855 2.59620 0.99607  0.00
H -1.72954 1.42167 1.48428  0.00
O 1.01962 -1.03360 -1.53027  0.04
H 1.76872 -1.32382 -1.00983  0.00
H 0.99176 -1.64047 -2.26998  0.00
O 1.13931 0.01096 1.17288  0.03
H 1.24541 0.53769 1.96505  0.00
H 1.61773 -0.79753 1.35639  0.00
O -1.05301 -1.19248 0.25688  0.04
H -0.50597 -1.80658 0.74664  0.00
H -1.64283 -1.74921 -0.25143  0.00

A molecular structure, F2H10NO9PtS2 in a non-equilibrium geometry, computed with ωB97M-V/def2-TZVPD.

Charge: +2
Spin multiplicity: 4
E_tot in eV: -50407.316
HOMO-LUMO gap (alpha / beta) in eV: 10.172 / 6.123
E_HOMO (alpha / beta) in eV: -18.103 / -18.855

Each line ends with the Mulliken spin population.
Cartesian coordinates (Å):
Pt 0.01411 -0.52649 0.49469  1.71
N -0.32093 0.88715 -0.98049  0.46
S -1.62534 1.56126 -1.39440  -0.07
O -2.36706 1.08178 -2.51599  0.19
O -1.70677 2.98784 -1.06815  0.31
F -2.37592 0.90764 -0.05774  0.00
S 0.62911 1.83284 -2.11090  -0.03
O 1.35795 2.91114 -1.50351  0.05
O 0.10945 2.10062 -3.48504  0.06
F 1.80464 0.75536 -2.47172  0.00
O 0.89891 -1.95561 -1.04965  0.07
H 0.74964 -1.74400 -1.97115  -0.01
H 1.75900 -2.37545 -1.03610  0.00
O 0.96094 -2.17049 1.59981  0.06
H 0.59312 -2.82147 2.19745  0.00
H 1.78739 -2.55400 1.30632  0.00
O -2.02361 -1.58349 0.74797  0.06
H -2.11713 -2.13027 1.52806  0.00
H -2.86940 -1.65087 0.30487  0.00
O -0.64430 0.43353 2.32129  0.09
H -0.63298 1.39059 2.30959  0.00
H -0.25629 0.19924 3.16436  0.00
O 1.76744 0.66689 1.06997  0.08
H 1.86359 1.10910 1.91344  0.00
H 2.64446 0.68717 0.68700  0.00

2 unconnected molecules or ions with the total composition F2H2, computed with ωB97M-V/def2-TZVPD.

Charge: 0
SMILES: F.F
Spin multiplicity: 1
E_tot in eV: -5467.414
HOMO-LUMO gap in eV: 14.674
Energy relative to the best compared isomer or geometry (same formula, charge and spin) in kJ/mol: 8.4
E_HOMO in eV: -13.716

Each line ends with the Löwdin charge.
Cartesian coordinates (Å):
F 0.84265 -0.24871 0.41334  -0.07
H 1.48961 -0.05501 1.05469  0.10
F -1.12642 0.54431 -0.97801  -0.09
H -1.20584 -0.24060 -0.49002  0.06

F2H2Si in the gas phase in a non-equilibrium geometry, computed with ωB97M-V/def2-TZVPD.

Charge: 0
SMILES: F[SiH2]F
Spin multiplicity: 1
E_tot in eV: -13348.151
HOMO-LUMO gap in eV: 13.116
Energy relative to the best compared isomer or geometry (same formula, charge and spin) in kJ/mol: 1.0
E_HOMO in eV: -12.065

Each line ends with the Löwdin charge.
Cartesian coordinates (Å):
F -1.09084 -0.28328 -1.14703  -0.18
Si -0.04043 0.01071 0.00582  0.45
F 1.46657 -0.26973 -0.45495  -0.20
H -0.26426 -0.90624 1.11017  -0.04
H -0.07105 1.44854 0.48600  -0.03

2 unconnected molecules or ions with the total composition F2H4N2P in a non-equilibrium geometry, computed with ωB97M-V/def2-TZVPD.

Charge: +1
Spin multiplicity: 1
E_tot in eV: -17760.020
HOMO-LUMO gap (alpha / beta) in eV: 8.257 / 9.631
Energy relative to the best compared isomer or geometry (same formula, charge and spin) in kJ/mol: 435.6
E_HOMO (alpha / beta) in eV: -16.594 / -16.231

Each line ends with the Löwdin charge.
Cartesian coordinates (Å):
N -1.48452 -1.19056 -0.17934  0.15
N 1.54582 0.97997 -0.12078  -0.01
F 1.20187 -0.49623 1.66820  -0.07
F 0.20257 1.53616 1.93830  -0.08
P 0.39103 0.46562 0.85622  0.77
H -1.54333 -1.56976 0.70713  -0.06
H -2.43143 -0.69654 -0.32950  0.07
H 2.05797 0.31150 -0.60758  0.07
H 1.46307 1.93441 -0.60598  0.16

2 unconnected molecules or ions with the total composition F2H4NPSi in a non-equilibrium geometry, computed with ωB97M-V/def2-TZVPD.

Charge: 0
SMILES: N=[SiH2].FPF
Spin multiplicity: 1
E_tot in eV: -24155.474
HOMO-LUMO gap in eV: 9.307
Energy relative to the best compared isomer or geometry (same formula, charge and spin) in kJ/mol: 217.6
E_HOMO in eV: -9.264

Each line ends with the Löwdin charge.
Cartesian coordinates (Å):
N 0.89818 1.57730 -0.82699  -0.27
Si -0.61849 0.98063 -0.97810  0.58
H 1.48360 2.17667 -1.48386  -0.04
H -1.29484 0.63313 -2.11919  -0.12
H -1.16071 0.81877 0.29487  -0.13
F -0.55502 -1.59141 0.07681  -0.44
P -0.27299 -1.34315 1.69951  0.83
F 0.59411 -2.70767 1.81930  -0.36
H 0.92615 -0.54428 1.51763  -0.06

2 unconnected molecules or ions with the total composition F2H4SSi2 in a non-equilibrium geometry, computed with ωB97M-V/def2-TZVPD.

Charge: 0
Spin multiplicity: 1
E_tot in eV: -32092.604
HOMO-LUMO gap in eV: 9.284
Energy relative to the best compared isomer or geometry (same formula, charge and spin) in kJ/mol: 191.8
E_HOMO in eV: -9.637

Each line ends with the Löwdin charge.
Cartesian coordinates (Å):
F 5.62279 0.79956 -1.29053  -0.34
F 5.21579 -0.64755 0.55484  -0.33
Si -0.07269 -0.99258 0.45523  0.22
Si 6.05676 0.72095 0.30889  0.67
S 1.30823 0.16610 -0.65759  0.31
H -1.37542 -0.27791 0.27672  -0.11
H 0.64850 -0.95889 1.82132  -0.09
H -0.44920 -2.38640 0.02811  -0.11
H 0.36925 0.45639 -1.54796  -0.23

A molecular structure, F2H6NPSi2 in a non-equilibrium geometry, computed with ωB97M-V/def2-TZVPD.

Charge: 0
Spin multiplicity: 1
E_tot in eV: -32067.977
HOMO-LUMO gap in eV: 10.966
Energy relative to the best compared isomer or geometry (same formula, charge and spin) in kJ/mol: 0.0
E_HOMO in eV: -10.170

Each line ends with the Löwdin charge.
Cartesian coordinates (Å):
F -1.45170 -1.03507 -1.07810  -0.31
F -0.45347 0.55011 -2.49812  -0.28
N 0.15188 0.80837 -0.20860  -0.56
P -1.31741 0.53790 -1.22630  0.67
Si 1.34286 -0.47732 -0.46850  0.46
Si -0.59987 0.60876 1.48178  0.52
H 2.72746 0.04186 -0.24915  -0.08
H 1.14345 -1.22387 -1.70528  -0.06
H 1.21087 -1.38003 0.65987  -0.11
H -0.84215 1.97846 2.02979  -0.07
H -0.03416 -0.47465 2.30591  -0.08
H -1.87776 0.06549 0.95670  -0.10

F2HOPS in the gas phase in a non-equilibrium geometry, computed with ωB97M-V/def2-TZVPD.

Charge: 0
SMILES: OP(F)(F)=S
Spin multiplicity: 1
E_tot in eV: -27624.711
HOMO-LUMO gap in eV: 9.429
Energy relative to the best compared isomer or geometry (same formula, charge and spin) in kJ/mol: 146.5
E_HOMO in eV: -9.529

Each line ends with the Löwdin charge.
Cartesian coordinates (Å):
O 0.49907 0.52925 0.18182  -0.07
P 1.75290 -0.32836 0.01397  0.26
F 1.41752 -1.26331 -1.23255  -0.16
F 1.45905 -1.42137 1.04187  -0.11
S 3.80152 0.55394 0.00469  0.06
H 0.64303 1.18265 -0.40870  0.02